Record 1
ORCA calculation (wB97M-V/def2-TZVPD) on a molecular structure, C3H10N3O.

The geometry in XYZ format:
```
17
Properties=species:S:1:pos:R:3:forces:R:3
C -0.28655 -1.22784 0.11580 -1.71 -0.77 -0.20
C 0.78559 -0.33205 -0.23881 0.11 0.21 -1.00
C 2.05715 -0.38317 0.58488 -2.05 -2.15 1.40
N -2.27065 0.17246 -0.32933 -0.18 -0.85 -0.84
N -1.62744 -1.04015 0.04505 1.74 1.86 0.17
N 0.24414 1.12626 -0.18291 1.04 1.15 -1.61
O 0.64722 -0.89288 -1.46131 -0.19 -0.22 1.75
H -0.11714 -2.16859 0.66525 0.64 0.30 -0.97
H 2.64411 -1.27131 0.47170 0.02 -0.72 -0.72
H 1.75838 -0.46564 1.65439 0.25 0.68 -0.47
H 2.67943 0.39506 0.39051 1.77 2.51 -0.38
H -2.69026 0.58048 0.48579 -0.47 -0.02 0.54
H -3.03177 -0.06049 -0.99271 0.81 0.40 0.35
H -2.15934 -1.84637 0.00510 -1.32 -1.74 0.09
H 0.46357 1.82178 -0.96877 0.45 -1.51 1.25
H 0.53516 1.45657 0.70785 0.32 1.05 0.86
H -0.76124 1.08174 -0.21888 -1.22 -0.16 -0.20
```
Forces are in eV/Å.

Output
- 2S+1 = 1
- HOMO energy (Ha) = -0.50333
- frontier orbital gap (eV) = 10.37
- charge = +1
- LUMO (eV) = -3.3
- energy (a.u.) = -359.46780

---

Record 2
ORCA calculation (wB97M-V/def2-TZVPD) on a molecular structure, C18H38B3BrN4O9.

The geometry in XYZ format:
```
73
Properties=species:S:1:pos:R:3:forces:R:3
N 1.37618 -5.15722 1.53334 0.17 0.21 -0.14
C 0.75587 -3.83086 1.43315 -0.07 -0.97 0.20
N -0.53330 -3.86678 2.12886 0.08 0.48 -0.17
N 0.67304 -3.54936 -0.01011 -0.22 -0.04 0.04
C 1.69029 -2.84440 2.14481 -0.15 0.32 -0.15
B 1.86670 -1.48412 1.41486 -0.14 0.13 0.31
O 3.08456 -0.78823 1.51542 0.19 -0.85 -0.45
B 3.44480 -0.33220 0.28285 0.21 0.55 0.05
Br 5.05957 -0.90027 -0.56796 0.11 0.14 0.03
O 2.56887 0.49011 -0.38847 -0.06 -0.38 -0.09
B 1.24883 0.26858 -0.03211 -0.62 0.39 0.20
N 0.23116 1.25261 -0.37243 0.47 -0.09 -0.42
C 0.43654 1.93578 -1.36189 -0.10 -0.34 -0.03
O 0.59091 2.54153 -2.33440 -0.26 0.20 0.06
O 0.89133 -0.85634 0.65459 0.10 0.14 0.29
H 0.75661 -5.84730 1.12030 -0.04 -0.03 0.11
H 1.46419 -5.38253 2.51725 -0.05 -0.10 -0.01
H -0.86392 -2.92758 2.32697 -0.07 -0.01 -0.07
H -1.23248 -4.32057 1.54802 -0.13 -0.07 0.18
H 0.69005 -4.41636 -0.53585 0.23 0.03 -0.02
H -0.22307 -3.12013 -0.21083 0.11 0.19 -0.02
H 1.36365 -2.65578 3.17046 -0.05 -0.13 0.11
H 2.67246 -3.30792 2.20819 0.13 0.03 0.03
C -5.76324 -5.24866 0.79346 0.15 -0.14 -0.06
C -4.61400 -4.68075 1.58981 -0.05 0.05 -0.03
O -3.47656 -5.05774 1.41632 0.05 0.01 -0.07
C -4.96158 -3.63144 2.61073 0.27 -0.06 0.10
H -5.39140 -5.99494 0.09536 0.01 0.00 0.00
H -6.48764 -5.70902 1.46729 -0.06 0.10 0.01
H -6.26210 -4.45241 0.23871 -0.08 0.01 0.07
H -5.66425 -4.04923 3.33589 0.02 0.16 -0.16
H -5.43320 -2.77512 2.12458 -0.11 -0.04 0.02
H -4.05522 -3.30427 3.11689 0.00 0.00 -0.01
C 3.88693 -2.82725 -4.36732 -0.02 -0.20 0.10
C 2.51070 -2.98998 -3.76435 0.04 -0.01 0.03
O 2.16045 -4.02864 -3.25746 -0.04 -0.01 -0.04
C 1.59474 -1.78936 -3.82227 -0.11 -0.11 0.13
H 4.44082 -3.75570 -4.25176 0.00 -0.01 0.00
H 3.80941 -2.58638 -5.42878 0.01 0.13 0.02
H 4.42411 -2.02512 -3.85876 -0.03 0.09 -0.09
H 1.41881 -1.49729 -4.85879 0.08 0.09 0.01
H 2.04900 -0.94794 -3.29391 0.05 0.04 -0.10
H 0.64538 -2.03828 -3.35317 0.00 -0.01 0.01
C -8.53195 -2.61415 5.24894 0.12 -0.01 -0.16
C -8.19779 -4.08520 5.21142 -0.03 0.01 0.03
O -7.48001 -4.54967 4.35536 -0.14 -0.06 0.07
C -8.80042 -4.94817 6.29152 0.10 -0.13 -0.10
H -8.03941 -2.10611 4.42341 0.00 0.00 0.00
H -9.61063 -2.47327 5.16567 -0.01 0.01 0.10
H -8.19650 -2.17837 6.19124 -0.10 0.00 0.04
H -9.88937 -4.89586 6.24796 -0.01 0.07 0.08
H -8.47491 -4.60042 7.27312 -0.09 0.05 0.02
H -8.48456 -5.97905 6.15316 0.00 0.00 0.00
C 2.36193 7.19774 -3.43637 0.11 0.00 -0.18
C 2.97295 5.88709 -3.86516 -0.01 0.01 0.03
O 3.73123 5.81474 -4.80527 0.02 0.00 0.01
C 2.59064 4.66895 -3.05806 0.28 0.11 -0.23
H 2.71112 7.99417 -4.08874 0.00 0.01 0.01
H 1.27326 7.14020 -3.49103 -0.01 -0.03 0.11
H 2.65377 7.43162 -2.41207 -0.10 0.02 0.03
H 1.51546 4.51935 -3.10218 -0.03 0.07 0.10
H 2.88726 4.80753 -2.01648 -0.13 0.01 0.04
H 3.09280 3.79265 -3.46111 -0.02 -0.02 0.00
C 6.04543 8.57573 -1.92921 -0.17 -0.08 0.01
C 5.08631 9.71418 -1.67524 0.06 -0.02 -0.03
O 3.89212 9.53682 -1.61916 -0.01 0.01 0.05
C 5.69244 11.08561 -1.49795 -0.19 0.04 0.02
H 5.49088 7.64722 -2.04192 0.00 0.00 -0.01
H 6.61604 8.76228 -2.84014 0.08 0.03 0.05
H 6.74265 8.47988 -1.09525 0.07 0.05 -0.05
H 6.25050 11.36682 -2.39235 0.09 -0.03 0.04
H 6.37603 11.08576 -0.64749 0.08 -0.01 -0.06
H 4.90293 11.81245 -1.32410 -0.01 0.00 0.00
```
Forces are in eV/Å.

Output
- 2S+1 = 1
- HOMO energy (Ha) = -0.31906
- frontier orbital gap (eV) = 9.05
- LUMO (eV) = 0.4
- energy (a.u.) = -4253.80050

---

Record 3
ORCA calculation (wB97M-V/def2-TZVPD) on 3 unconnected molecules or ions with the total composition C27H42F3NO6.

The geometry in XYZ format:
```
79
Properties=species:S:1:pos:R:3:forces:R:3
O -1.89101 0.18211 3.31139 0.40 0.32 -0.52
N -1.55401 -0.52237 2.44827 -0.86 0.06 0.74
O -1.22208 -1.77906 3.01011 -0.37 -0.30 -0.36
C -1.33221 -2.81583 2.04761 0.56 -0.45 -0.27
C -1.94246 -4.07260 2.70754 1.29 -0.22 1.89
O -3.32521 -4.11610 2.97149 -0.15 0.58 -1.44
C -4.08590 -3.06289 2.45076 -0.35 1.01 0.08
O -4.18976 -2.00298 3.00610 0.28 -1.13 -0.32
C -4.83583 -3.37996 1.17674 0.73 0.03 0.89
C -6.15545 -3.72756 1.28627 -0.51 0.00 1.29
C -6.90313 -4.05195 0.19052 -0.93 -0.24 0.02
C -6.32618 -4.03764 -1.05229 -0.54 -0.21 -0.57
C -5.01537 -3.66618 -1.16208 0.60 0.04 -1.32
C -4.26417 -3.33138 -0.07210 0.85 0.17 0.23
O -1.37958 -4.01934 4.04826 -0.05 -0.02 1.00
C -0.35992 -4.88550 4.26887 0.54 -0.03 -0.53
O 0.13847 -5.10837 5.34007 -0.59 0.43 -0.91
C -0.01866 -5.49483 2.89642 0.26 -0.47 1.52
C -1.38022 -5.44334 2.23987 -0.55 -0.37 -1.04
C -1.46515 -5.77689 0.73821 -0.39 1.24 0.27
C -2.88370 -6.25044 0.33052 1.20 -0.36 -0.17
C -2.94264 -7.72655 -0.02841 -0.97 1.17 -0.73
F -1.88768 -8.10263 -0.76046 0.42 -0.39 0.31
F -4.01212 -7.91152 -0.84219 -0.22 -0.26 0.15
F -3.10499 -8.53121 1.01631 0.42 -0.34 0.23
H -0.31080 -3.09776 1.76804 -0.12 -0.13 -0.10
H -1.82484 -2.49834 1.12743 -0.18 0.19 0.20
H -6.60953 -3.74888 2.27055 -0.03 0.01 -0.03
H -7.94262 -4.31064 0.34049 -0.02 -0.07 -0.16
H -6.88013 -4.31386 -1.93909 -0.08 0.02 0.04
H -4.54326 -3.64993 -2.13796 -0.05 0.03 -0.01
H -3.22554 -3.06590 -0.22136 0.00 0.06 0.06
H 0.38751 -6.48223 3.12426 -0.26 -0.13 -0.42
H 0.79817 -4.94004 2.42807 -0.29 0.19 -0.17
H -2.05329 -6.15600 2.73151 0.29 0.00 0.28
H -1.28764 -4.83453 0.20173 0.16 -0.19 -0.11
H -0.67090 -6.44608 0.41230 -0.13 -0.17 0.17
H -3.14420 -5.73481 -0.58966 -0.34 -0.03 0.11
H -3.59745 -6.03355 1.12336 -0.19 -0.03 -0.22
C 1.73371 3.17701 -2.75744 0.07 0.03 0.13
C 2.45738 2.04036 -2.04273 0.01 0.03 -0.14
C 1.88879 0.65907 -2.36205 0.04 -0.07 0.06
C 0.43323 0.44530 -1.94407 -0.04 0.08 -0.04
C 0.14642 0.66123 -0.45880 -0.05 -0.15 -0.04
C 0.89905 -0.30264 0.45077 0.06 0.15 0.01
H 0.68937 3.24735 -2.44913 0.00 0.01 -0.03
H 2.21036 4.13181 -2.52763 -0.04 0.02 -0.04
H 1.76420 3.03824 -3.84022 -0.04 -0.01 0.00
H 2.44354 2.21818 -0.96356 0.00 -0.03 0.00
H 3.50910 2.05658 -2.34216 0.01 -0.02 0.06
H 2.51952 -0.09934 -1.88883 -0.02 -0.01 0.00
H 1.96837 0.48302 -3.43963 0.01 0.02 0.00
H 0.14192 -0.57486 -2.21710 -0.01 0.00 0.02
H -0.21430 1.10643 -2.52707 0.01 -0.01 -0.01
H -0.92656 0.53110 -0.29248 0.00 0.06 0.02
H 0.37669 1.69067 -0.17178 0.00 0.00 -0.02
H 0.65827 -1.34064 0.20310 0.05 0.00 -0.03
H 0.62379 -0.13274 1.48945 0.11 -0.03 0.03
H 1.97980 -0.17345 0.37278 0.00 -0.05 -0.03
C 4.18311 5.45484 0.01847 -0.01 -0.05 -0.17
C 5.04913 6.15402 -1.02501 0.05 -0.03 0.13
C 5.46380 7.56816 -0.62293 0.04 0.05 -0.08
C 4.30883 8.55191 -0.42950 -0.05 -0.05 0.07
C 3.40118 8.73279 -1.64511 0.06 0.12 0.00
C 4.12332 9.30118 -2.86269 -0.12 -0.08 -0.03
H 3.23466 5.97350 0.16787 0.01 -0.01 0.04
H 3.95597 4.43618 -0.30214 -0.03 -0.01 0.07
H 4.70043 5.39847 0.97846 -0.04 0.02 0.02
H 4.52618 6.16870 -1.98567 0.02 0.03 0.00
H 5.95504 5.56141 -1.17949 -0.01 0.01 -0.05
H 6.15444 7.95990 -1.37534 -0.01 0.01 0.01
H 6.03519 7.51871 0.30952 0.00 -0.02 0.00
H 4.72674 9.52470 -0.15129 -0.01 0.01 -0.02
H 3.69883 8.23502 0.42138 0.02 0.00 0.00
H 2.59058 9.41337 -1.37092 -0.02 -0.04 0.01
H 2.92626 7.78387 -1.91017 0.01 -0.01 0.03
H 4.57917 10.26602 -2.63060 0.04 -0.02 0.00
H 3.42203 9.45274 -3.68488 0.04 0.02 -0.02
H 4.90595 8.62937 -3.21882 0.02 0.03 0.00
```
Forces are in eV/Å.

Output
- SMILES string = O=NOC[C@]1(OC(=O)c2ccccc2)OC(=O)C[C@@H]1CCC(F)(F)F.CCCCCC.CCCCCC
- 2S+1 = 1
- HOMO energy (Ha) = -0.37564
- frontier orbital gap (eV) = 10.30
- LUMO (eV) = 0.1
- energy (a.u.) = -1859.72292

---

What is the formula in the first record? C3H10N3O